{
  "formula": "C36H24Cl4N3O7Ta",
  "method": "ωB97M-V with the def2-TZVPD basis set",
  "elements": ["Ta", "C", "O", "C", "N", "C", "C", "C", "C", "C", "C", "C", "C", "C", "C", "C", "C", "N", "C", "N", "C", "C", "O", "C", "C", "C", "C", "C", "C", "H", "H", "H", "H", "H", "H", "H", "H", "H", "H", "H", "H", "H", "H", "H", "H", "H", "H", "H", "Cl", "C", "C", "Cl", "C", "Cl", "C", "O", "C", "O", "C", "Cl", "O", "C", "C", "C", "C", "C", "C", "C", "O", "O", "H", "H", "H", "H", "H"],
  "xyz": [[0.83241, -0.31917, 0.68052], [2.45153, 3.95166, -0.01254], [3.55450, 2.98371, 0.04987], [3.01154, 1.81037, 0.10683], [1.72400, 1.69443, 0.10392], [1.17250, 3.07720, 0.01237], [0.30581, 3.28999, -1.20519], [0.61314, 2.69360, -2.42355], [-0.14144, 2.98239, -3.54923], [-1.19999, 3.87748, -3.46543], [-1.50692, 4.47713, -2.25306], [-0.75748, 4.18091, -1.12378], [3.83639, 0.59461, 0.13167], [5.21504, 0.52576, 0.06875], [5.80177, -0.73355, 0.02375], [4.99819, -1.86790, -0.00075], [3.63031, -1.69167, 0.06562], [3.06304, -0.48896, 0.16653], [2.59142, -2.72335, -0.04805], [1.35490, -2.34596, -0.00680], [0.51363, -3.56305, -0.11211], [1.56566, -4.66170, -0.39354], [2.86205, -3.97825, -0.20311], [-0.55581, -3.45195, -1.16759], [-1.67468, -4.27163, -1.05520], [-2.66384, -4.23467, -2.02324], [-2.54896, -3.36820, -3.10307], [-1.43981, -2.54542, -3.21245], [-0.44025, -2.59042, -2.24919], [2.56962, 4.50462, -0.94006], [2.55793, 4.60829, 0.84597], [0.59823, 3.26915, 0.91705], [1.44371, 1.99989, -2.50272], [0.10102, 2.51885, -4.49598], [-1.77821, 4.11467, -4.34851], [-2.32621, 5.18035, -2.18566], [-1.00410, 4.64640, -0.17600], [5.80208, 1.43347, 0.04912], [6.87831, -0.82934, -0.01754], [5.41356, -2.86301, -0.07975], [0.04020, -3.71504, 0.85821], [1.54929, -5.01526, -1.42152], [1.54430, -5.49261, 0.30394], [-1.78232, -4.93321, -0.20313], [-3.52867, -4.87763, -1.93285], [-3.32459, -3.34098, -3.85618], [-1.34148, -1.86978, -4.05157], [0.43154, -1.95575, -2.36988], [-2.05115, -3.34374, 6.00252], [-0.96938, -2.49022, 4.98929], [0.18231, -1.90681, 5.53175], [0.51023, -2.04335, 7.20474], [1.07541, -1.20595, 4.71609], [2.48566, -0.46184, 5.32298], [0.78194, -1.12851, 3.36819], [1.52610, -0.47772, 2.43022], [-0.35700, -1.70563, 2.81858], [-0.50518, -1.45852, 1.51065], [-1.25399, -2.38774, 3.62437], [-2.64612, -3.08162, 2.91400], [-2.86287, 0.93513, -1.89730], [-3.29492, 1.65039, -0.84785], [-4.50276, 2.34597, -0.87467], [-4.90584, 3.08693, 0.21646], [-4.12319, 3.16052, 1.37221], [-2.93353, 2.47958, 1.41197], [-2.49858, 1.71854, 0.30968], [-1.23075, 1.05632, 0.41613], [-0.73361, 0.25331, -0.48148], [-0.46340, 1.17226, 1.43508], [-3.50335, 0.99039, -2.61787], [-5.12270, 2.29688, -1.76227], [-5.84913, 3.61531, 0.17329], [-4.45684, 3.73693, 2.22257], [-2.31027, 2.50668, 2.29575]],
  "atomic_forces_ev_per_a": [[0.09, 0.39, -0.30], [-0.02, 0.00, 0.00], [0.13, -0.01, -0.01], [-0.25, -0.07, -0.01], [0.51, 0.05, 0.16], [-0.06, 0.02, 0.01], [0.01, 0.00, 0.03], [0.00, 0.00, 0.01], [0.00, -0.01, -0.01], [0.00, 0.00, 0.00], [-0.02, 0.00, -0.01], [-0.01, -0.02, 0.03], [0.03, -0.02, 0.08], [-0.04, 0.05, 0.01], [0.00, 0.00, 0.00], [-0.02, -0.05, 0.00], [0.01, -0.03, -0.07], [0.23, -0.01, -0.18], [-0.31, 0.11, 0.02], [0.25, -0.14, -0.33], [-0.07, -0.03, 0.00], [0.03, 0.04, -0.01], [0.12, -0.04, 0.01], [-0.05, -0.02, 0.08], [-0.03, 0.04, 0.03], [-0.02, 0.01, -0.03], [0.00, -0.02, 0.03], [0.04, 0.03, 0.00], [0.03, -0.04, -0.09], [-0.01, 0.01, 0.01], [0.00, 0.00, -0.01], [-0.02, 0.00, -0.01], [0.00, 0.00, 0.00], [0.01, -0.01, 0.00], [0.00, 0.00, 0.00], [0.00, 0.00, 0.00], [0.00, 0.00, 0.01], [0.01, -0.01, 0.00], [0.00, 0.00, 0.00], [0.01, 0.00, 0.00], [0.00, -0.04, -0.01], [-0.01, 0.00, 0.01], [-0.02, -0.01, -0.02], [0.02, 0.01, 0.01], [0.00, 0.00, 0.00], [0.01, 0.01, -0.01], [-0.01, -0.01, -0.01], [0.00, 0.00, 0.03], [0.01, 0.01, -0.01], [-0.08, -0.06, -0.02], [0.09, 0.04, 0.02], [0.00, 0.00, 0.01], [-0.20, -0.13, -0.10], [0.12, 0.08, 0.02], [-0.10, -0.01, 0.37], [0.25, 0.12, 0.01], [-0.14, 0.14, 0.60], [-0.27, -0.32, -0.01], [0.21, -0.01, -0.02], [-0.08, -0.03, -0.06], [-0.02, -0.02, -0.06], [-0.02, 0.06, 0.03], [0.02, -0.04, -0.05], [0.01, -0.01, 0.00], [0.00, 0.00, 0.01], [0.02, -0.01, 0.00], [0.03, -0.02, 0.00], [-0.20, -0.08, -0.06], [0.02, -0.13, -0.35], [-0.24, 0.20, 0.22], [0.00, 0.00, 0.03], [0.00, 0.00, 0.00], [0.00, 0.00, 0.00], [0.00, 0.00, 0.00], [0.00, 0.01, 0.00]],
  "de_lowest_kj_mol": 36.2,
  "max_force_ev_per_a": 0.63,
  "charge": 2,
  "total_energy_ev": -108157.4357,
  "gap_ha": 0.208
}

{
  "formula": "C7H11N",
  "method": "ωB97M-V with the def2-TZVPD basis set",
  "elements": ["C", "C", "C", "C", "C", "C", "C", "N", "H", "H", "H", "H", "H", "H", "H", "H", "H", "H", "H"],
  "xyz": [[-1.00495, 0.82603, 0.34234], [1.38390, -0.10511, -1.52436], [-0.72634, 1.01293, 1.80936], [0.39907, -3.04873, 0.55901], [0.28224, -1.73016, -0.09210], [-0.63950, 1.67640, -0.58659], [-0.55866, 2.70148, -1.38829], [1.02064, -1.11866, -0.82681], [-1.63434, -0.02213, 0.06560], [1.23992, -0.13050, -2.58599], [2.06933, 0.60834, -1.10291], [-0.26648, 0.12341, 2.24429], [-0.04907, 1.84645, 1.98907], [-1.66032, 1.19407, 2.35257], [0.08955, -2.97101, 1.60223], [1.40116, -3.46961, 0.51192], [-0.29617, -3.73175, 0.07633], [-1.36382, 3.43744, -1.44475], [0.31383, 2.90111, -2.00095]],
  "atomic_forces_ev_per_a": [[-0.50, 0.17, -0.22], [1.00, -0.42, -0.29], [0.11, -0.08, 0.07], [0.26, -0.11, 0.05], [-0.12, -0.35, 0.35], [-0.70, 0.00, 0.64], [0.35, 0.27, -0.26], [-0.79, 0.69, 0.03], [0.32, 0.18, 0.01], [-0.14, 0.00, -0.35], [0.03, 0.16, 0.20], [-0.04, -0.04, -0.04], [-0.06, 0.07, -0.05], [0.09, 0.01, -0.06], [-0.01, 0.01, -0.07], [0.17, -0.14, 0.00], [-0.08, -0.06, -0.04], [0.17, -0.22, 0.13], [-0.06, -0.14, -0.10]],
  "de_lowest_kj_mol": 482.0,
  "max_force_ev_per_a": 1.12,
  "charge": 0,
  "total_energy_ev": -8922.7329,
  "gap_ha": 0.301
}

Which formula does entry 1 have?
C36H24Cl4N3O7Ta

Number 2 is which compound?
C7H11N